No. 1
C27H38F18NO19S3 | the ωB97M-V functional and the def2-TZVPD basis

Geometry as ORCA input:
```
! RIJCOSX wB97M-V def2-TZVPD def2/J DEFGRID3
* xyz -1 1
C 4.001 1.065 -6.146
C 3.697 -0.286 -5.514
O 4.213 -0.280 -4.174
S 3.678 -1.435 -3.191
O 4.183 -1.024 -1.917
O 2.257 -1.512 -3.371
N 4.297 -2.777 -3.762
S 5.828 -3.128 -3.584
O 6.123 -4.215 -4.481
O 6.240 -3.324 -2.212
C 6.882 -1.771 -4.164
S 7.755 -0.858 -2.889
O 9.166 -1.036 -3.124
O 7.221 0.470 -2.805
H 4.019 1.820 -5.361
H 4.969 1.088 -6.647
H 3.213 1.329 -6.850
H 4.164 -1.101 -6.075
H 2.623 -0.465 -5.478
H 6.354 -1.046 -4.779
H 7.642 -2.267 -4.764
H 7.418 -1.568 -1.794
C 3.781 -6.128 -6.352
C 3.529 -6.707 -7.723
O 2.804 -5.784 -8.576
C 3.509 -4.809 -9.118
O 4.685 -4.614 -9.037
C 2.577 -3.921 -9.977
F 1.478 -3.563 -9.307
F 2.191 -4.596 -11.075
F 3.209 -2.820 -10.370
H 2.840 -5.825 -5.892
H 4.259 -6.870 -5.714
H 4.428 -5.252 -6.384
H 2.881 -7.580 -7.669
H 4.453 -6.998 -8.224
C 0.091 1.038 -0.236
C 1.294 0.945 -1.145
O 0.978 1.433 -2.477
C 0.933 2.729 -2.647
O 1.107 3.604 -1.847
C 0.661 3.018 -4.144
F -0.398 2.331 -4.602
F 1.729 2.664 -4.869
F 0.422 4.313 -4.352
H -0.750 0.491 -0.666
H 0.330 0.602 0.729
H -0.219 2.072 -0.080
H 1.603 -0.081 -1.308
H 2.151 1.497 -0.763
C 1.657 1.140 6.331
C 1.963 -0.339 6.265
O 1.427 -0.939 5.066
C 2.102 -0.716 3.947
O 3.115 -0.099 3.821
C 1.383 -1.422 2.773
F 0.071 -1.133 2.779
F 1.512 -2.750 2.893
F 1.892 -1.046 1.611
H 0.589 1.300 6.234
H 1.995 1.545 7.285
H 2.161 1.682 5.532
H 1.469 -0.876 7.073
H 3.033 -0.540 6.322
C -5.115 -2.118 6.088
C -4.171 -1.822 7.231
O -3.108 -0.926 6.822
C -3.425 0.349 6.719
O -4.480 0.864 6.950
C -2.185 1.155 6.267
F -1.602 0.589 5.209
F -1.286 1.206 7.270
F -2.524 2.400 5.952
H -4.568 -2.528 5.239
H -5.857 -2.848 6.411
H -5.635 -1.219 5.763
H -3.652 -2.719 7.556
H -4.686 -1.388 8.087
C -3.485 3.694 -4.586
C -4.541 3.253 -5.572
O -4.929 1.873 -5.365
C -5.749 1.645 -4.357
O -6.230 2.445 -3.609
C -6.071 0.134 -4.283
F -4.963 -0.607 -4.330
F -6.853 -0.213 -5.319
F -6.723 -0.148 -3.158
H -2.617 3.039 -4.633
H -3.169 4.711 -4.814
H -3.869 3.675 -3.566
H -4.159 3.274 -6.590
H -5.433 3.877 -5.525
C -4.996 4.575 8.333
C -5.882 3.496 8.912
O -5.438 3.092 10.232
C -5.734 3.910 11.224
O -6.347 4.935 11.174
C -5.197 3.325 12.552
F -3.916 2.954 12.439
F -5.914 2.245 12.898
F -5.291 4.220 13.529
H -3.959 4.240 8.308
H -5.314 4.796 7.315
H -5.050 5.490 8.920
H -5.821 2.591 8.314
H -6.924 3.808 8.971
*
```

gap between HOMO and LUMO: 8.26 eV
lowest unoccupied orbital energy: 1.5 eV
total energy: -5528.262156 hartree

Here are the Löwdin charges for atoms 1 to 8, given in e:
1. C -0.069
2. C -0.270
3. O -0.286
4. S 0.454
5. O -0.280
6. O -0.296
7. N -0.304
8. S 0.479

=====

No. 2
C21H34NO12P | the ωB97M-V functional and the def2-TZVPD basis

Geometry as ORCA input:
```
! RIJCOSX wB97M-V def2-TZVPD def2/J DEFGRID3
* xyz 0 1
O 1.042 -3.680 -3.030
C 1.939 -3.588 -3.817
C 3.385 -3.206 -3.565
C 3.896 -2.879 -4.966
C 3.016 -3.773 -5.834
O 1.765 -3.865 -5.132
H 3.892 -4.069 -3.128
H 3.439 -2.370 -2.875
H 4.958 -3.061 -5.112
H 3.696 -1.831 -5.191
H 3.425 -4.780 -5.938
H 2.823 -3.367 -6.824
O -1.422 3.333 -0.177
C -0.781 3.618 0.795
C -0.180 4.961 1.164
C 0.815 4.597 2.264
C 0.168 3.357 2.870
O -0.519 2.719 1.771
H -0.984 5.603 1.530
H 0.276 5.422 0.292
H 0.986 5.383 2.997
H 1.776 4.337 1.817
H -0.561 3.605 3.638
H 0.890 2.658 3.285
O 1.640 -1.868 4.723
C 1.710 -1.441 3.609
C 2.797 -0.568 3.002
C 2.136 -0.041 1.732
C 1.160 -1.166 1.397
O 0.775 -1.717 2.667
H 3.661 -1.200 2.788
H 3.088 0.210 3.702
H 2.825 0.179 0.921
H 1.579 0.870 1.957
H 1.625 -1.954 0.801
H 0.266 -0.817 0.884
O -4.088 -3.441 -3.441
C -3.522 -4.341 -3.986
C -2.315 -5.126 -3.508
C -1.842 -5.827 -4.780
C -3.146 -5.970 -5.559
O -3.937 -4.832 -5.184
H -2.647 -5.832 -2.745
H -1.565 -4.458 -3.092
H -1.341 -6.777 -4.609
H -1.154 -5.175 -5.319
H -3.695 -6.874 -5.286
H -3.013 -5.953 -6.638
O -0.160 5.495 6.383
C -1.321 5.228 6.293
C -2.517 6.004 6.812
C -3.647 4.979 6.732
C -3.190 4.100 5.572
O -1.751 4.124 5.629
H -2.682 6.856 6.150
H -2.321 6.364 7.818
H -4.633 5.409 6.574
H -3.677 4.392 7.650
H -3.502 4.496 4.603
H -3.519 3.068 5.655
O 2.567 -0.403 -1.660
N 2.311 0.080 -2.695
O 1.527 1.253 -2.586
C 0.414 1.125 -1.685
P -0.858 -0.054 -2.344
H -0.050 2.109 -1.638
H 0.724 0.885 -0.667
H -2.037 0.492 -1.817
H -0.663 -1.191 -1.542
*
```

gap between HOMO and LUMO: 8.72 eV
lowest unoccupied orbital energy: -0.3 eV
total energy: -2119.510211 hartree
SMILES: O=C1CCCO1.O=C1CCCO1.O=C1CCCO1.O=C1CCCO1.O=C1CCCO1.O=NOCP

Here are the Löwdin charges for atoms 1 to 8, given in e:
1. O 0.107
2. C -0.483
3. C -0.076
4. C -0.146
5. C -0.153
6. O 0.018
7. H 0.133
8. H 0.090